1.
12
Properties=species:S:1:pos:R:3:forces:R:3:nbo_charge:R:1 method="wB97M-V/def2-TZVPD" e_homo_ev=-8.6479 smiles="C=NC(=C)C" e_tot_ev=-5748.2322
C 1.8454 -0.5884 0.0179 0.4819 -0.1298 -0.5463 -0.011
C -0.3558 -0.0091 -0.4859 2.7681 0.7707 -0.0153 0.177
C -0.1896 1.3087 -0.7062 -1.7160 -0.3630 -0.0899 -0.465
H -2.2206 0.0846 0.5283 0.1101 0.1601 -0.2186 0.220
H 2.4063 -1.3372 0.5836 0.5926 -0.1867 -0.9458 0.167
H 0.6984 1.8798 -0.4845 0.5799 -0.2398 -1.2601 0.204
H -0.9866 -0.5626 1.4803 0.5267 -0.4425 -0.1569 0.231
H -1.0993 1.8508 -0.9488 0.0482 0.4294 0.8744 0.201
H 2.2801 0.4199 -0.0275 -0.5528 0.2760 0.8611 0.136
C -1.3547 -0.5878 0.4566 -2.3188 0.4416 -1.0574 -0.648
H -1.8079 -1.5360 0.1690 0.5602 -0.3066 0.2023 0.224
N 0.7843 -0.9227 -0.5829 -1.0799 -0.4095 2.3526 -0.436



2.
106
Properties=species:S:1:pos:R:3:forces:R:3:mulliken_spin:R:1 method="wB97M-V/def2-TZVPD" e_homo_ev="-7.8336 / -7.8335" spin_multiplicity=3 s2=2.008 e_tot_ev=-88120.2288
O -3.8951 -0.7988 1.9734 0.1448 -0.0995 -0.0890 0.000
H -0.6087 1.2531 -2.3588 0.0392 0.0254 -0.0072 0.000
H -7.0757 -4.2142 1.6411 -0.0142 -0.0230 -0.0089 -0.001
H -10.6202 -5.0941 -1.8057 0.0128 -0.0081 0.0048 -0.002
H 8.4404 4.7504 1.6823 0.0029 -0.0115 -0.0237 -0.002
H 1.6051 -2.3214 -3.2060 -0.0500 -0.0706 0.0301 0.000
H 4.4566 3.8453 -0.2187 0.0032 0.0198 -0.0272 -0.001
C -8.4785 -3.3130 0.2491 0.2371 0.1657 0.0245 0.032
C -7.0722 -3.4914 0.8204 -0.0413 -0.0539 -0.0748 -0.021
H -0.9616 5.0017 -0.0461 -0.0975 -0.0906 0.0695 0.000
H 9.4695 2.4118 -1.0417 -0.0195 0.0126 -0.0050 -0.012
N 7.2338 1.9632 0.3245 -0.3341 0.1151 1.1379 0.398
H 8.0565 2.0156 2.9959 -0.0323 -0.0432 -0.0611 0.003
H -5.3611 -6.4543 0.2819 0.0443 0.0068 -0.0823 0.000
C -6.3798 -6.4394 -0.1067 -0.1460 -0.0111 0.0497 0.022
H -6.5327 -7.3507 -0.6861 -0.0387 0.0040 -0.0162 -0.008
H -11.0499 -3.9538 -0.5222 0.0038 -0.0221 0.0410 0.000
H -9.4627 -6.6202 0.0752 0.0220 -0.0056 -0.0044 -0.013
H -0.1396 6.1467 -1.9323 0.0649 0.0290 -0.0484 0.000
H 6.7827 3.8154 -1.7687 0.0140 -0.0346 -0.0008 -0.006
C -9.3683 -5.6456 0.5552 0.0692 -0.0490 -0.0204 0.025
H -4.6575 -5.6546 -1.8713 0.0024 -0.0309 0.0376 0.000
O -2.0195 1.7496 -0.4220 -0.0973 0.0253 0.2333 0.000
H 9.6115 3.7710 0.0837 -0.0361 0.0062 -0.0034 0.001
H 2.5014 2.3365 1.9280 0.0641 0.0527 -0.1231 0.001
N 4.0390 -0.4646 -0.3379 0.2786 -0.7815 -0.2894 0.002
H -4.3490 -0.1870 -1.1106 -0.0057 -0.1596 -0.0646 0.000
H 0.1890 4.6748 -2.8266 0.1542 -0.0705 0.0025 0.000
C 2.9064 -1.2534 -0.1980 0.2613 0.1993 -0.5864 -0.001
H 9.5992 2.7787 2.6448 0.0216 -0.0164 -0.0108 0.000
H -10.3311 -5.3995 1.0026 -0.0298 0.0442 -0.0550 0.001
H -8.4680 -2.4758 -0.4559 -0.0040 -0.0506 -0.0622 0.004
C 2.0468 3.2801 2.2281 -0.2735 -0.0615 0.4146 -0.001
O -1.8102 -1.2228 0.5530 -0.1536 0.2114 -0.0159 0.000
C 9.6275 2.6876 0.0014 -0.0636 0.0372 -0.0479 0.021
C 1.5751 -0.2859 -2.6224 -0.0600 -0.2556 -0.2404 0.000
H 5.8602 3.2602 2.3625 0.0051 -0.0731 -0.0540 0.001
H 5.9635 4.8476 1.6244 -0.0191 0.0115 -0.0336 -0.001
H -6.0063 -3.1238 -1.0033 -0.0493 -0.0504 -0.0612 -0.005
H 2.0724 3.3129 3.3208 0.0748 0.0603 -0.0075 0.000
O -2.5862 3.5135 1.9348 -0.0347 -0.1750 0.1113 0.000
C -0.5850 1.4876 -0.2291 -0.1516 -0.1417 0.1818 0.000
H 4.6359 -0.5031 0.4798 -0.0882 0.6933 0.0805 0.004
H -5.6293 -4.5722 -2.8715 -0.0488 -0.0024 0.0073 0.003
H -0.7339 -0.2583 -1.4381 0.0118 -0.0477 0.0236 0.000
H -6.0239 -6.2905 -2.7992 -0.0246 0.0028 0.0074 -0.004
H 8.4811 -0.0149 1.7788 -0.0524 0.0137 -0.0444 0.002
H 2.6365 4.1184 1.8601 0.0953 -0.0926 -0.1699 0.000
H -5.1088 -4.0985 0.1419 0.0264 -0.0444 -0.0301 0.001
C -8.9990 -4.5589 -0.4702 -0.4496 -0.4906 0.4134 0.009
O 6.5357 0.9895 0.7833 0.0155 -0.3434 -0.3553 0.528
H -3.9247 1.7141 0.1648 -0.0012 0.0329 0.0047 0.000
C -6.1046 -3.9343 -0.2748 -0.1328 0.3193 0.1338 0.040
H -0.4070 0.8411 0.6338 -0.1091 -0.0030 0.0542 0.000
C -0.5531 4.3387 -0.8079 0.0579 -0.1142 -0.2062 0.000
H 9.0584 0.0213 0.1103 -0.0018 0.0138 -0.0068 -0.003
C 6.4583 3.8762 1.6837 0.1558 -0.0687 0.2922 0.029
O -1.9572 1.3421 2.9888 -0.1838 0.0834 0.0017 0.000
H 0.5260 -2.0386 -1.8637 -0.0642 0.2197 0.0477 0.000
P -3.0931 -0.5240 0.6300 0.5918 -0.3864 0.1041 0.000
H 6.4252 5.1558 -0.6793 -0.0908 -0.0372 -0.0073 0.000
C 6.4395 3.2361 0.2941 -0.0988 0.4848 -0.6920 0.033
S -2.7782 2.1190 2.1221 0.3107 0.1383 -0.2186 0.000
H 2.2738 -3.1453 -0.7947 0.0154 -0.0550 -0.0728 0.000
H 8.0203 4.4439 -0.6926 -0.0088 0.0153 0.0539 -0.004
C -5.6693 -5.4395 -2.2175 0.0404 0.1466 -0.1772 -0.007
H 4.5674 -0.7038 -1.1644 0.2059 0.0692 0.0927 0.001
C -10.2741 -4.2306 -1.2366 -0.0566 0.1465 -0.1317 -0.006
C 8.6128 1.9828 0.9191 0.6546 0.0831 -0.4441 0.012
H -10.1351 -3.4014 -1.9250 0.0489 -0.0436 -0.0342 0.002
C 1.5005 -1.7660 -2.2696 0.1688 -0.2497 -0.1209 0.000
H 3.5102 -2.4900 -1.8620 0.0335 0.0639 -0.0591 0.000
H -7.0441 -6.4771 0.7483 0.0160 0.0521 0.0147 -0.002
H 7.8045 4.4176 3.2761 0.0094 0.0200 -0.0019 0.002
P 0.4637 3.0070 -0.0365 0.7644 -0.0215 -0.4814 0.000
H 10.1147 0.5473 1.4288 0.0254 0.0355 -0.0157 0.000
C 8.5730 2.6689 2.2860 -0.1817 0.1321 0.1772 0.027
H -1.3809 3.8448 -1.3180 -0.1766 0.1707 0.1552 0.000
C -2.9585 1.3216 0.4989 0.0209 -0.0545 -0.1144 0.000
H 0.9863 -0.0944 -3.5296 -0.0632 0.0486 0.0399 0.000
C 0.2623 5.1359 -1.8419 -0.3015 0.1045 0.1039 0.000
O 2.1815 -1.1422 0.7474 -0.5839 -0.1433 1.1450 0.000
H -9.1849 -3.0519 1.0408 -0.0276 -0.0093 -0.0006 0.000
H 0.2080 4.3775 1.9328 -0.0691 -0.0181 0.0162 0.000
H 1.3145 5.1993 -1.5702 0.0355 0.0538 -0.0016 0.000
N -7.9723 -5.0373 -1.4557 0.3091 1.0817 -0.0203 0.394
H -6.7308 -2.5464 1.2474 0.0173 -0.0079 0.0180 0.001
C 2.6042 -2.2423 -1.3075 -0.1619 0.0896 -0.1496 0.000
F -4.2592 1.9297 2.6024 -0.0734 0.0426 0.1051 0.000
H 10.6342 2.3766 0.2800 -0.0153 -0.0675 0.0331 0.000
H -0.0152 2.7078 2.3828 -0.0778 -0.1099 -0.0818 0.000
O 1.1663 0.5600 -1.5784 0.1672 0.1279 0.1491 0.000
C 5.0051 2.9092 -0.1032 -0.0874 -0.0738 0.1157 -0.044
H -8.6638 -5.7271 1.3787 0.0310 -0.0012 -0.0174 0.001
C 9.0859 0.5422 1.0683 -0.0578 -0.1593 0.1179 -0.001
C -6.5548 -5.2026 -1.0015 0.3583 -0.7219 0.2948 -0.008
C 0.5885 3.3672 1.7651 -0.0522 0.1886 0.1550 0.000
C 6.9644 4.2123 -0.7693 0.1550 -0.0586 -0.0056 0.015
H -3.2337 -1.0455 2.6431 -0.2572 0.0276 0.0765 0.000
H 4.9705 2.3727 -1.0512 0.0087 -0.0083 0.0006 -0.005
C -0.2202 0.7059 -1.4838 -0.1647 0.1200 -0.2995 0.000
O -8.0400 -4.3909 -2.5628 -0.1381 -0.3155 -0.2421 0.542
O -4.1427 -0.9023 -0.4964 -0.2540 0.2794 0.0084 -0.001
H 2.6085 -0.0192 -2.8572 0.0137 0.0794 0.0573 0.000
C 7.8646 4.0224 2.2606 -0.0183 -0.0554 -0.0797 -0.019
H 4.4923 2.3048 0.6392 0.0404 -0.0127 -0.0322 0.016



Computed molecular weight (g mol⁻¹) in order:
69.1 723.8